Here is a structure of composition C62H69BGe2O5PdS4 from the OMol25 dataset. Energies are from wB97M-V/def2-TZVPD.

Structure (XYZ):
```
144
Properties=species:S:1:pos:R:3:forces:R:3:mulliken_spin:R:1
Pd -1.412513 -2.138583 -1.049495 -0.2 -0.4 0.2 1.475
C 3.550350 3.659516 -2.731352 0.0 0.0 0.0 0.000
C 2.107055 3.778000 -2.333043 0.0 0.0 0.0 0.001
C 1.709560 4.643618 -1.321680 -0.1 0.0 0.0 -0.001
C 0.385213 4.740252 -0.923795 0.0 0.0 0.1 0.003
C 0.004327 5.717081 0.156942 -0.1 -0.1 -0.1 0.002
C -0.576903 3.921513 -1.539301 0.1 0.0 0.2 0.019
C -0.203954 3.097512 -2.602290 0.0 0.1 0.0 -0.047
C -1.191533 2.297383 -3.399370 -0.2 -0.1 0.0 0.077
C 1.134669 3.031049 -2.974103 0.0 0.0 0.0 0.006
C -1.984562 4.000461 -1.041609 0.0 -0.1 0.0 0.001
C -2.732235 5.111092 -1.425793 0.0 0.0 -0.1 0.001
C -4.018342 5.306291 -0.966085 -0.1 0.1 0.0 0.004
C -4.584949 4.381694 -0.109310 0.0 0.0 0.0 -0.001
C -3.883663 3.246375 0.277166 0.1 0.0 -0.1 -0.016
C -2.561378 3.052223 -0.178637 -0.1 0.0 0.1 0.015
Ge -1.684906 1.334053 0.254960 0.1 0.4 0.1 0.013
S -2.764099 -0.102068 -1.104149 0.0 0.0 0.0 1.107
S 0.502815 1.033883 -0.045981 0.0 0.1 -0.1 0.015
Ge 0.252585 -0.448721 1.636029 0.0 -0.2 0.0 -0.012
S -0.009589 -2.485968 0.827857 -0.1 0.3 -0.2 0.572
S -1.748014 0.379804 2.262902 -0.3 0.0 -0.2 0.058
C 1.695438 -0.462854 2.973811 -0.1 0.1 0.0 -0.048
C 2.111674 0.740677 3.565109 0.0 0.0 0.1 0.003
C 3.198871 0.755024 4.435041 0.0 0.0 0.0 0.000
C 3.884756 -0.406598 4.732167 0.0 0.0 0.0 0.002
C 3.457866 -1.597736 4.178094 0.0 0.0 0.0 0.003
C 2.370079 -1.647172 3.306005 0.1 0.0 0.1 -0.010
C 2.006395 -3.031073 2.878077 0.0 0.1 0.0 0.064
C 2.756410 -3.695730 1.908211 0.0 0.0 0.0 0.045
C 3.761003 -2.977847 1.049954 0.0 0.0 0.0 -0.001
C 2.524896 -5.048668 1.688339 0.0 0.0 0.0 -0.019
C 1.575159 -5.752606 2.410240 0.0 0.0 0.0 0.009
C 1.396147 -7.232143 2.215244 0.0 0.0 0.0 -0.001
C 0.810855 -5.060200 3.344562 0.0 0.0 0.0 -0.017
C 1.011309 -3.712035 3.590177 0.0 -0.1 0.1 -0.022
C 0.159131 -2.989570 4.595820 0.0 0.0 0.0 0.014
C 1.424718 2.053458 3.391278 0.0 -0.1 0.0 0.003
C 1.985778 3.052371 2.600832 0.0 0.1 0.1 -0.001
C 3.211877 2.825650 1.759005 0.0 -0.1 0.0 -0.001
C 1.404116 4.318202 2.606068 0.1 -0.1 0.0 0.001
C 0.281965 4.603784 3.361499 0.0 0.0 0.1 0.000
C -0.337112 5.973766 3.361908 0.0 0.0 0.1 0.000
C -0.259977 3.587885 4.145055 0.1 0.1 0.0 -0.001
C 0.298280 2.322816 4.181914 0.0 0.0 0.0 0.000
C -0.280174 1.270013 5.085220 0.1 0.0 0.1 0.002
C -4.575200 2.272726 1.172600 0.1 0.0 0.0 0.016
C -5.514352 1.375762 0.659295 0.0 0.0 0.0 -0.017
C -5.997589 1.436301 -0.764799 0.1 -0.1 0.0 0.009
C -6.082086 0.435814 1.515881 0.0 0.0 0.0 0.006
C -5.784948 0.407364 2.867125 0.0 0.0 0.0 -0.004
C -6.382475 -0.629955 3.774595 0.0 0.0 0.0 0.000
C -4.920588 1.373327 3.372397 0.0 0.0 0.0 0.003
C -4.309876 2.302327 2.548080 0.0 0.0 0.0 0.001
C -3.379183 3.331750 3.119310 0.0 0.0 0.0 0.003
H 4.173951 4.354092 -2.171165 0.0 0.0 0.0 0.000
H 3.679094 3.867196 -3.794097 0.0 0.0 0.0 0.000
H 3.917924 2.649325 -2.548066 0.0 0.0 0.0 0.000
H 2.452779 5.258811 -0.828287 0.0 0.0 0.0 0.000
H 0.891134 6.209106 0.553469 -0.1 0.0 0.0 0.000
H -0.515376 5.219331 0.976844 0.0 0.0 -0.1 -0.001
H -0.661128 6.490853 -0.221226 -0.1 0.1 -0.1 0.000
H -2.222523 2.511143 -3.121301 0.0 -0.1 0.0 -0.010
H -1.004435 1.228216 -3.281539 -0.1 -0.1 0.0 -0.004
H -1.083761 2.512846 -4.463432 0.0 0.0 0.0 0.001
H 1.418476 2.370788 -3.786801 0.0 0.0 0.0 -0.002
H -2.284983 5.826664 -2.103507 0.0 0.0 0.0 0.000
H -4.579671 6.177640 -1.275965 0.0 0.0 0.0 0.000
H -5.593511 4.520621 0.258261 0.0 0.0 0.0 0.000
H 3.496034 1.698702 4.875144 0.0 0.0 0.0 0.000
H 4.734868 -0.387715 5.400224 0.0 0.0 0.0 0.000
H 3.961385 -2.524513 4.421590 0.0 0.0 0.0 0.000
H 3.929772 -1.954035 1.379270 0.0 0.0 0.0 -0.001
H 3.397754 -2.942093 0.021054 0.0 0.0 0.0 0.001
H 4.718897 -3.499339 1.048551 0.0 0.0 0.0 0.000
H 3.108803 -5.563146 0.933796 0.0 0.0 0.0 -0.001
H 1.645647 -7.528656 1.197351 0.0 0.0 0.0 0.000
H 0.371513 -7.536718 2.421736 0.0 0.0 0.0 0.000
H 2.048532 -7.788285 2.891928 0.0 0.0 0.0 0.001
H 0.043172 -5.587429 3.898059 0.0 0.0 0.0 0.001
H -0.500564 -3.685702 5.111301 0.0 0.0 0.0 0.001
H -0.467921 -2.238038 4.106497 0.0 0.0 0.0 -0.001
H 0.766813 -2.469265 5.337066 0.0 0.0 0.0 0.000
H 3.582152 1.805107 1.837225 0.0 0.0 0.0 0.000
H 4.014829 3.501255 2.059434 0.0 0.0 0.0 0.000
H 2.984670 3.022775 0.711465 0.0 0.0 -0.1 0.000
H 1.859468 5.098461 2.008378 0.0 0.0 0.0 0.000
H 0.232510 6.666136 2.744407 0.0 0.0 0.0 0.000
H -0.381570 6.378682 4.373375 0.0 0.0 0.0 0.000
H -1.358734 5.941539 2.979327 -0.1 0.0 0.0 0.000
H -1.130610 3.795988 4.753908 0.0 0.0 0.1 0.000
H -1.119063 1.671042 5.650843 -0.1 0.0 0.0 0.000
H 0.467889 0.903144 5.789670 0.0 0.0 0.1 0.001
H -0.636561 0.406967 4.518567 0.1 0.1 0.2 0.000
H -5.317284 1.982444 -1.414046 0.0 0.0 0.0 0.000
H -6.966997 1.938515 -0.802499 0.0 0.0 0.0 0.000
H -6.130330 0.434143 -1.169222 0.0 0.0 0.0 0.001
H -6.776008 -0.289159 1.108687 0.0 0.0 0.0 -0.001
H -6.967496 -1.354810 3.212023 0.0 0.0 0.0 0.000
H -7.031161 -0.168748 4.520849 0.0 0.0 0.0 0.000
H -5.599259 -1.170503 4.307309 0.0 0.0 0.0 0.000
H -4.693586 1.381510 4.432520 0.0 0.0 0.0 0.000
H -3.315480 3.226875 4.200174 0.0 0.0 0.1 0.000
H -3.727669 4.340298 2.888571 0.0 0.1 0.0 0.000
H -2.370176 3.234107 2.713636 -0.1 0.0 0.0 -0.001
C -2.128463 -6.106455 0.408612 -0.1 0.0 0.0 0.005
C -2.434730 -5.248338 -0.807802 0.0 0.0 0.0 -0.030
C -2.965408 -6.069240 -1.974191 -0.1 0.0 0.1 -0.001
O -1.201996 -4.610091 -1.192317 0.2 0.1 -0.3 0.060
C -3.506754 -4.204992 -0.421236 0.3 0.0 -0.2 0.011
O -4.574326 -4.613069 -0.027519 -0.5 -0.2 0.2 0.038
O -3.243123 -2.942881 -0.550631 0.1 0.3 -0.2 0.281
H -1.500935 -6.947849 0.120532 0.1 -0.1 0.0 0.001
H -3.057092 -6.472215 0.840513 0.0 0.0 0.0 0.000
H -1.596382 -5.513474 1.151959 0.0 0.0 0.1 -0.002
H -2.272278 -6.874277 -2.219961 0.1 0.0 0.0 -0.001
H -3.110254 -5.440382 -2.854841 0.0 0.0 0.0 0.002
H -3.927164 -6.499986 -1.705246 0.0 0.0 0.0 0.002
H -1.039012 -4.787310 -2.129317 0.0 0.1 0.2 0.004
C 5.028554 -3.140840 -6.100831 0.0 0.0 0.0 0.000
C 4.562027 -1.693953 -6.306700 0.0 0.0 0.0 0.000
C 4.693541 -1.355852 -7.791849 0.0 0.0 0.1 0.000
C 5.478528 -0.751773 -5.519061 0.0 0.0 0.0 0.000
C 3.125151 -1.561464 -5.803410 0.0 0.0 0.0 -0.004
C 2.067434 -1.216475 -6.644700 0.0 0.0 0.0 0.003
C 0.742248 -1.162536 -6.206611 0.0 0.0 0.0 0.008
C 0.514410 -1.468082 -4.889091 0.1 0.0 0.0 -0.019
O -0.677833 -1.543659 -4.203917 -0.2 0.1 0.1 -0.288
B -0.340575 -1.897664 -2.903176 0.3 0.0 0.1 0.735
O 1.046207 -2.047941 -2.782442 -0.1 0.0 -0.1 -0.168
C 1.554989 -1.783737 -4.031814 0.0 0.0 -0.1 0.068
C 2.859569 -1.835063 -4.454116 0.0 0.0 0.0 -0.023
H 6.049603 -3.262100 -6.463934 0.1 0.0 0.0 0.000
H 4.386469 -3.834258 -6.644546 0.0 0.0 0.0 0.000
H 5.010703 -3.421236 -5.048460 0.0 0.0 0.0 0.000
H 5.736150 -1.457918 -8.092748 0.0 0.0 0.0 0.000
H 4.386340 -0.331207 -8.000586 0.0 0.1 0.0 0.000
H 4.101959 -2.028139 -8.412868 0.0 0.0 0.0 0.000
H 6.501597 -0.830118 -5.887492 0.1 0.0 0.0 0.000
H 5.486697 -0.992061 -4.456410 0.0 0.0 0.0 0.000
H 5.153508 0.282448 -5.630038 0.0 0.1 0.0 0.000
H 2.259438 -1.000235 -7.683956 0.0 0.0 0.0 0.000
H -0.065573 -0.915012 -6.879221 0.0 0.0 0.0 0.001
H 3.641475 -2.108018 -3.759914 0.0 0.0 0.0 0.000
```
Forces are in eV/Å.

Properties
- E_HOMO (spin up / spin down): -7.43 / -8.37 eV
- Kohn-Sham gap (spin up / spin down): 0.2896 / 0.2065 Ha
- Lowest unoccupied orbital energy (spin up / spin down): 0.450 / -2.750 eV
- ⟨S²⟩: 6.015
- Multiplicity: 5

=====

Here is a structure of composition C62H69IN6OP2W from the OMol25 dataset. Energies are from wB97M-V/def2-TZVPD.

Structure (XYZ):
```
142
Properties=species:S:1:pos:R:3:forces:R:3:nbo_charge:R:1
W 0.139034 -0.484816 -0.029739 -0.5 -0.8 -0.1 1.715
C 4.440641 -3.580365 -3.695241 0.1 0.1 0.1 -0.591
C 4.716399 -2.416998 -2.730879 -0.1 -0.2 -0.1 -0.442
C 3.701270 -2.347276 -1.636590 0.0 0.0 0.0 -0.024
C 3.760967 -2.897882 -0.395370 0.0 0.0 0.0 0.084
C 4.878004 -3.668688 0.236914 0.0 0.1 0.1 -0.454
C 5.688887 -2.835257 1.240516 0.0 -0.1 -0.1 -0.597
C 2.533918 -2.550898 0.269517 -0.1 0.1 -0.1 0.144
C 2.267662 -2.874148 1.573767 -0.2 0.0 0.3 -0.174
C 1.192265 -2.431277 2.312990 0.3 0.3 -0.5 0.142
C 0.934062 -2.747419 3.677066 -0.5 0.1 0.4 0.076
C 1.642900 -3.663486 4.635828 0.1 -0.1 -0.1 -0.451
C 3.105490 -4.036041 4.396495 -0.1 0.0 0.1 -0.606
C -0.238314 -2.101476 4.006612 0.6 -0.3 0.1 -0.025
C -0.691626 -1.448501 2.833855 -0.5 0.4 -0.4 0.226
C -1.990295 -0.992328 2.683555 0.3 -0.4 0.2 -0.220
C -2.615399 -0.779909 1.481395 0.1 0.1 -0.1 0.118
N -1.956355 -0.691845 0.260140 -0.2 -0.2 -0.2 -0.598
C -2.990295 -0.592589 -0.666379 0.1 0.0 0.3 0.219
C -2.819660 -0.606908 -2.023662 0.3 -0.2 -0.4 -0.196
C -1.622455 -0.801566 -2.676786 -0.4 0.2 0.5 0.139
N -0.394710 -0.969141 -2.040820 0.0 0.0 0.1 -0.577
C 0.498570 -1.109111 -3.092114 0.4 0.0 0.4 0.222
C 1.853443 -1.324235 -2.930093 -0.2 0.0 -0.2 -0.210
C 2.402352 -1.746459 -1.751361 0.0 0.0 0.1 0.241
N 1.690659 -1.841902 -0.566892 0.0 0.0 0.0 -0.579
C -0.155879 -1.048767 -4.349896 -0.5 0.1 -0.2 -0.017
C -1.490765 -0.868044 -4.089621 0.4 -0.1 -0.3 0.013
C -2.608099 -0.731989 -5.072502 0.0 0.2 0.0 -0.438
C -2.915701 0.741350 -5.375828 0.0 -0.1 0.0 -0.597
C 0.488262 -1.271917 -5.679084 0.0 -0.2 0.1 -0.440
C 0.655427 -2.772761 -5.961984 0.0 0.2 -0.1 -0.591
C -4.268005 -0.576487 -0.019444 0.1 0.0 -0.1 -0.032
C -4.039395 -0.729323 1.314185 0.1 -0.1 0.0 0.074
C -5.069225 -0.979677 2.373870 0.0 0.2 0.0 -0.453
C -5.458046 0.250587 3.203610 0.0 -0.2 0.0 -0.603
C -5.578924 -0.543940 -0.737080 0.0 -0.3 0.0 -0.440
C -5.977453 -1.941187 -1.239248 0.0 0.1 0.0 -0.595
N 0.212233 -1.583334 1.792516 0.1 0.0 -0.2 -0.602
C -0.997784 -2.207786 5.288869 -0.1 -0.1 -0.1 -0.439
C -1.941593 -3.420170 5.287760 0.1 0.1 0.1 -0.593
H 5.212537 -3.625473 -4.462056 0.0 0.0 0.0 0.231
H 3.473480 -3.460458 -4.185057 0.0 0.0 0.0 0.197
H 4.432197 -4.528472 -3.157877 0.0 0.0 0.0 0.216
H 4.734529 -1.473735 -3.282251 0.1 0.0 0.0 0.220
H 5.702796 -2.547311 -2.284533 0.0 0.1 0.0 0.233
H 5.548819 -4.033263 -0.540461 -0.1 -0.1 0.0 0.232
H 4.466744 -4.545894 0.742136 0.0 -0.1 -0.1 0.222
H 6.228265 -2.037844 0.729834 0.0 0.1 0.0 0.212
H 6.422857 -3.465079 1.741330 0.0 0.0 0.0 0.233
H 5.042188 -2.387495 1.996454 0.0 0.0 0.0 0.198
H 2.969642 -3.520684 2.070370 0.1 0.1 0.0 0.251
H 1.054581 -4.584406 4.701043 0.0 0.0 0.0 0.233
H 1.573167 -3.199949 5.621882 0.0 0.0 0.0 0.228
H 3.225161 -4.726302 3.562001 0.0 0.0 0.0 0.202
H 3.483408 -4.550213 5.278624 0.0 0.0 0.0 0.239
H 3.725039 -3.151964 4.236848 0.0 0.0 0.0 0.209
H -2.610203 -1.014178 3.570480 0.0 0.0 0.0 0.243
H -3.700292 -0.498812 -2.641385 0.0 0.0 0.0 0.244
H 2.478273 -1.294352 -3.812088 0.0 -0.1 0.0 0.245
H -3.502763 -1.223224 -4.685937 0.0 -0.1 -0.1 0.220
H -2.340251 -1.239758 -5.999112 0.0 -0.1 0.0 0.232
H -3.195601 1.280184 -4.469191 0.0 0.0 0.0 0.205
H -3.735032 0.815412 -6.089980 0.0 0.0 0.0 0.231
H -2.044041 1.236022 -5.807018 0.0 0.0 0.0 0.211
H 1.462708 -0.778414 -5.715295 0.0 0.1 0.0 0.218
H -0.131488 -0.827877 -6.458370 0.0 0.1 0.0 0.231
H 1.306415 -3.238513 -5.221050 0.0 0.0 0.0 0.202
H 1.088710 -2.926675 -6.949210 0.0 0.0 0.0 0.231
H -0.311718 -3.274316 -5.929144 0.0 0.0 0.0 0.216
H -4.712362 -1.768329 3.039525 -0.1 -0.1 0.0 0.222
H -5.963820 -1.358452 1.879310 0.0 -0.1 0.0 0.231
H -4.687700 0.495244 3.935935 0.0 0.1 0.0 0.198
H -6.379186 0.051174 3.749210 0.0 0.0 0.0 0.236
H -5.622120 1.115365 2.560533 0.0 0.0 0.0 0.212
H -5.523149 0.146959 -1.581203 0.0 0.1 0.0 0.216
H -6.352805 -0.169807 -0.066990 0.0 0.1 0.0 0.232
H -5.211466 -2.354822 -1.896049 0.0 0.0 0.0 0.204
H -6.917881 -1.894205 -1.786259 0.0 0.0 0.0 0.231
H -6.102919 -2.626073 -0.400448 0.0 0.0 0.0 0.215
H -1.573417 -1.296934 5.464381 0.0 0.0 0.0 0.214
H -0.298465 -2.308717 6.118899 0.0 0.1 0.0 0.234
H -2.646147 -3.365124 4.456472 0.0 0.0 0.0 0.200
H -2.503666 -3.455272 6.219890 0.0 0.0 0.0 0.231
H -1.381557 -4.349970 5.193425 0.0 0.0 0.0 0.215
N 0.154619 2.712178 0.166458 -0.3 -0.3 0.1 -1.267
P -0.351181 1.825687 1.550415 0.3 1.3 -0.6 1.256
C -1.731572 2.888041 2.145337 -0.2 -0.5 0.1 -0.390
C -2.879535 2.364039 2.727631 0.1 0.1 -0.1 -0.214
C -3.811963 3.205476 3.321842 0.0 0.0 0.0 -0.195
C -3.612208 4.574618 3.321252 0.0 0.0 0.0 -0.175
C -2.471675 5.106390 2.733682 0.0 0.1 0.0 -0.207
C -1.529914 4.270068 2.164073 0.0 0.0 -0.1 -0.136
C 0.844931 2.342947 2.831071 -0.2 -0.3 0.0 -0.446
C 0.488886 2.131414 4.166179 0.0 -0.1 -0.1 -0.207
C 1.307260 2.589484 5.183459 0.0 -0.1 0.1 -0.192
C 2.480780 3.266818 4.877872 0.0 0.0 -0.1 -0.179
C 2.838452 3.475494 3.554311 0.0 0.0 0.0 -0.217
C 2.028210 3.005780 2.531046 -0.2 0.1 -0.1 -0.140
P -0.051636 1.868170 -1.294725 0.8 1.2 0.7 1.339
C -1.331780 2.875748 -2.114333 -0.2 -0.7 -0.1 -0.398
C -0.967384 3.970540 -2.898274 0.0 0.0 0.0 -0.184
C -1.949359 4.784321 -3.442664 0.0 0.0 0.0 -0.196
C -3.290384 4.512318 -3.212459 0.0 0.1 0.0 -0.186
C -3.653988 3.437342 -2.414526 -0.1 0.0 0.1 -0.147
C -2.680171 2.619751 -1.865005 0.1 0.1 0.0 -0.220
C 1.409660 2.234308 -2.310500 -0.2 -0.2 -0.1 -0.439
C 1.357710 1.908755 -3.669170 0.0 0.0 0.1 -0.204
C 2.424106 2.209054 -4.497430 0.0 -0.1 -0.1 -0.216
C 3.545023 2.847264 -3.980805 0.0 0.0 0.1 -0.178
C 3.593893 3.184357 -2.636804 0.1 0.0 -0.1 -0.209
C 2.530662 2.874498 -1.799743 -0.1 0.0 0.1 -0.128
H -0.000900 3.711981 0.169556 0.1 0.1 -0.1 0.422
H -3.040750 1.299083 2.713474 0.0 0.0 0.1 0.220
H -4.690813 2.790452 3.796371 0.0 0.0 0.0 0.226
H -4.337152 5.226482 3.789861 0.0 0.0 0.0 0.234
H -2.306457 6.175515 2.739943 0.0 0.0 0.0 0.234
H -0.624108 4.706095 1.759451 0.0 0.1 0.1 0.199
H -0.444329 1.631811 4.405004 0.0 0.0 0.0 0.219
H 1.028556 2.433862 6.217451 0.0 0.0 0.0 0.231
H 3.113235 3.640837 5.671971 0.0 0.0 0.0 0.235
H 3.751377 3.999938 3.310959 0.0 0.0 0.0 0.244
H 2.315693 3.157330 1.500049 0.1 0.0 0.0 0.224
H 0.074010 4.194922 -3.081893 0.0 0.0 0.0 0.236
H -1.660851 5.633973 -4.046756 0.0 0.0 0.0 0.237
H -4.052446 5.147061 -3.644629 0.0 0.0 0.0 0.235
H -4.699634 3.238815 -2.216708 0.0 0.0 0.0 0.218
H -2.964564 1.787674 -1.235440 0.0 0.1 0.0 0.219
H 0.466384 1.447853 -4.077795 0.0 0.0 -0.1 0.224
H 2.378459 1.961422 -5.550708 0.0 0.0 0.0 0.228
H 4.376487 3.094813 -4.627501 0.0 0.0 0.0 0.234
H 4.462831 3.685367 -2.233243 0.0 0.0 0.0 0.248
H 2.572895 3.138739 -0.752299 0.1 0.0 0.0 0.223
N 3.061037 0.240427 2.200084 0.1 -0.3 -0.2 -0.806
C 2.976885 0.408203 0.852128 -0.1 -0.2 0.3 0.536
O 1.737205 0.562486 0.357177 0.6 0.4 0.3 -0.760
C 4.083945 0.445123 0.047455 0.0 0.1 -0.3 -0.538
I 5.392166 2.798689 0.494515 0.0 -0.1 0.2 -0.256
H 2.259496 0.507747 2.749023 0.0 0.0 0.0 0.412
H 3.951056 0.473015 2.616586 0.0 0.0 0.0 0.418
H 3.960349 0.553045 -1.018262 -0.1 0.0 0.0 0.234
H 5.002590 0.008292 0.399528 0.0 0.0 0.1 0.245
```
Forces are in eV/Å.

Properties
- E_HOMO (spin up / spin down): -11.50 / -12.05 eV
- Kohn-Sham gap (spin up / spin down): 0.1850 / 0.2064 Ha
- Lowest unoccupied orbital energy (spin up / spin down): -6.465 / -6.433 eV
- ⟨S²⟩: 2.027
- Multiplicity: 3
- Net charge: +2